(1)
C40H35AuClGeN2P as an isolated structure in a non-equilibrium geometry. Source: OMol25; level of theory: wB97M-V/def2-TZVPD.

Each line ends with the Mulliken spin population.
Element x y z (Å)
1 Au -0.124 0.939 -0.504  0.147
2 Cl 2.766 1.275 -0.328  0.021
3 C 3.330 -0.233 0.309  -0.005
4 C 4.522 -0.292 1.007  0.000
5 C 4.924 -1.502 1.555  0.042
6 C 4.137 -2.635 1.399  -0.006
7 C 2.963 -2.581 0.672  0.034
8 C 2.555 -1.376 0.092  0.085
9 P 1.045 -1.256 -0.890  0.197
10 C 0.269 -2.880 -0.755  0.084
11 C -0.276 -3.264 0.474  0.021
12 C -0.752 -4.549 0.645  -0.006
13 C -0.696 -5.456 -0.408  0.056
14 C -0.156 -5.072 -1.627  0.002
15 C 0.311 -3.785 -1.820  0.030
16 C 1.375 -0.980 -2.637  0.080
17 C 2.643 -0.833 -3.191  0.009
18 C 2.753 -0.631 -4.556  0.010
19 C 1.620 -0.534 -5.354  0.056
20 C 0.355 -0.669 -4.795  -0.017
21 C 0.229 -0.886 -3.439  0.047
22 H 5.131 0.591 1.116  -0.001
23 H 5.852 -1.554 2.103  0.000
24 H 4.450 -3.570 1.834  0.001
25 H 2.376 -3.474 0.526  0.005
26 H -0.309 -2.558 1.292  -0.005
27 H -1.167 -4.848 1.594  0.000
28 H -1.085 -6.454 -0.280  0.001
29 H -0.094 -5.784 -2.437  0.002
30 H 0.736 -3.500 -2.771  0.000
31 H 3.528 -0.895 -2.574  -0.001
32 H 3.732 -0.549 -5.000  0.002
33 H 1.723 -0.350 -6.413  0.000
34 H -0.530 -0.598 -5.408  0.000
35 H -0.749 -0.987 -2.985  -0.004
36 N -1.211 3.775 -6.156  0.000
37 C -1.007 3.203 -4.973  -0.002
38 C 0.270 3.170 -4.366  0.005
39 C 0.437 2.562 -3.151  0.005
40 N -0.570 1.995 -2.482  0.042
41 C -1.789 2.005 -3.032  0.009
42 C -2.052 2.583 -4.247  0.005
43 H -0.473 4.268 -6.632  0.000
44 H -2.122 3.774 -6.587  0.000
45 H 1.113 3.631 -4.851  0.001
46 H 1.405 2.536 -2.678  0.003
47 H -2.582 1.543 -2.462  0.001
48 H -3.055 2.568 -4.638  0.001
49 C -2.625 3.601 0.860  0.008
50 Ge -1.595 1.955 1.291  0.036
51 C -2.888 0.444 1.695  -0.007
52 C -2.824 -0.747 0.990  0.014
53 C -3.819 -1.698 1.152  0.008
54 C -4.852 -1.464 2.047  0.000
55 C -4.901 -0.283 2.767  0.001
56 C -3.902 0.669 2.610  0.000
57 C -0.638 2.249 3.052  0.001
58 C -0.827 3.478 3.649  -0.014
59 C -0.084 3.836 4.775  0.003
60 C 0.755 2.921 5.364  -0.010
61 C 0.935 1.639 4.812  0.005
62 C 1.803 0.692 5.393  -0.003
63 C 1.914 -0.581 4.885  -0.001
64 C 1.200 -0.938 3.738  -0.004
65 C 0.371 -0.023 3.129  0.018
66 C 0.210 1.281 3.632  0.000
67 H -3.315 3.836 1.674  0.000
68 H -3.215 3.443 -0.040  0.000
69 H -1.971 4.454 0.694  0.000
70 H -2.020 -0.926 0.278  -0.016
71 H -3.778 -2.613 0.580  0.001
72 H -5.614 -2.214 2.195  0.000
73 H -5.702 -0.092 3.466  0.000
74 H -3.935 1.579 3.191  0.000
75 H -1.511 4.201 3.233  0.000
76 H -0.191 4.828 5.186  0.000
77 H 1.252 3.158 6.293  0.000
78 H 2.400 0.996 6.239  0.000
79 H 2.548 -1.307 5.370  0.000
80 H 1.287 -1.939 3.346  -0.001
81 H -0.223 -0.314 2.263  0.004

The HOMO energy (alpha / beta) comes out at -0.5689 / -0.5693 Eh. As for the net charge: +3. As for the multiplicity: 2. The value obtained for the energy is -4667.92447 Eh.


(2)
C40H35AuN5P2 as an isolated structure. Source: OMol25; level of theory: wB97M-V/def2-TZVPD.

Each line ends with the Mulliken charge.
Element x y z (Å)
1 Au 0.374 0.522 -0.460  0.731
2 N 1.216 0.063 4.082  0.178
3 C 0.640 0.363 2.932  -0.620
4 N 1.226 0.256 1.765  0.135
5 C 2.503 -0.288 1.704  -0.061
6 N 3.060 -0.601 0.574  -1.225
7 N 2.341 -0.294 -0.536  0.681
8 C 2.960 -0.314 -1.657  -0.761
9 C 2.303 0.185 -2.857  0.765
10 C 2.875 0.032 -4.108  -0.755
11 C 2.213 0.548 -5.215  -0.622
12 C 1.000 1.186 -5.030  -0.996
13 C 0.494 1.301 -3.743  -0.112
14 N 1.134 0.834 -2.677  0.393
15 C 3.214 -0.567 2.939  0.977
16 C 4.538 -1.021 2.963  -0.382
17 C 5.152 -1.273 4.170  -0.836
18 C 4.459 -1.084 5.369  -0.514
19 C 3.152 -0.641 5.367  -0.950
20 C 2.541 -0.383 4.147  0.108
21 H 0.691 0.169 4.939  0.312
22 H -0.384 0.707 2.974  0.468
23 H 3.992 -0.649 -1.688  0.494
24 H 3.819 -0.486 -4.211  0.547
25 H 2.643 0.452 -6.203  0.482
26 H 0.454 1.612 -5.861  0.497
27 H -0.442 1.819 -3.563  0.438
28 H 5.064 -1.163 2.030  0.506
29 H 6.176 -1.619 4.193  0.460
30 H 4.951 -1.285 6.311  0.439
31 H 2.614 -0.493 6.296  0.442
32 C -2.893 0.669 -1.266  -1.102
33 C -2.828 -0.832 -1.016  -1.439
34 P -1.115 -1.437 -0.766  1.427
35 C -1.071 -2.601 0.588  0.773
36 C -2.174 -3.426 0.823  -0.825
37 C -2.104 -4.393 1.813  -0.882
38 C -0.941 -4.542 2.560  -0.674
39 C 0.160 -3.731 2.317  -0.759
40 C 0.100 -2.759 1.332  -0.274
41 C -0.543 -2.223 -2.266  0.851
42 C -0.964 -1.754 -3.513  -0.493
43 C -0.489 -2.351 -4.668  -0.799
44 C 0.417 -3.403 -4.584  -0.688
45 C 0.847 -3.863 -3.345  -0.858
46 C 0.372 -3.276 -2.184  -0.619
47 P -1.656 1.616 -0.325  1.609
48 C -2.142 1.832 1.380  0.532
49 C -1.567 2.909 2.069  -0.669
50 C -1.918 3.152 3.386  -0.679
51 C -2.836 2.324 4.024  -0.688
52 C -3.408 1.254 3.346  -0.756
53 C -3.068 1.006 2.024  -0.542
54 C -1.512 3.260 -1.011  0.893
55 C -0.359 3.744 -1.627  -0.555
56 C -0.343 5.035 -2.132  -0.900
57 C -1.473 5.836 -2.032  -0.557
58 C -2.622 5.358 -1.409  -0.799
59 C -2.644 4.077 -0.889  -0.426
60 H -3.882 1.083 -1.052  0.626
61 H -2.684 0.898 -2.314  0.486
62 H -3.254 -1.376 -1.861  0.719
63 H -3.397 -1.124 -0.135  0.714
64 H -3.078 -3.342 0.232  0.490
65 H -2.952 -5.038 1.993  0.474
66 H -0.892 -5.302 3.328  0.451
67 H 1.070 -3.865 2.888  0.553
68 H 0.968 -2.142 1.127  0.570
69 H -1.681 -0.944 -3.594  0.273
70 H -0.838 -2.011 -5.634  0.514
71 H 0.776 -3.876 -5.488  0.460
72 H 1.537 -4.694 -3.284  0.494
73 H 0.690 -3.657 -1.221  0.451
74 H -0.873 3.572 1.567  0.426
75 H -1.494 3.999 3.909  0.484
76 H -3.123 2.526 5.048  0.479
77 H -4.140 0.628 3.838  0.503
78 H -3.550 0.189 1.506  0.211
79 H 0.536 3.136 -1.695  0.501
80 H 0.554 5.420 -2.599  0.478
81 H -1.458 6.841 -2.430  0.438
82 H -3.496 5.988 -1.322  0.476
83 H -3.536 3.721 -0.384  0.411

The HOMO energy comes out at -0.5863 Eh. As for the net charge: +3. The value obtained for the energy is -2636.58046 Eh.


- Look up the energy of the second one.
  -2636.58046 Eh